Molecular formula: C4H14N3O
Method: DFT, ωB97M-V with the def2-TZVPD basis set

```
! RIJCOSX wB97M-V def2-TZVPD def2/J DEFGRID3
* xyz 1 1
C 1.12 0.15 2.01
C -0.28 0.97 1.96
C -1.35 0.34 1.06
N -0.91 -0.16 -0.33
C -0.62 0.42 -1.52
N -1.20 1.59 -2.00
N -0.01 -0.52 -2.35
H 1.05 -0.81 2.28
H 1.53 0.56 2.85
H 1.68 0.12 1.10
H -0.68 0.96 3.00
H -0.03 1.97 1.51
H -1.97 -0.47 1.48
H -2.14 1.08 0.83
H -0.18 -0.94 -0.16
H -1.89 2.15 -1.39
H -1.24 1.75 -2.94
H 0.31 -0.25 -3.31
H 0.62 -1.16 -1.95
H 2.45 -2.07 -0.26
H 2.04 -3.28 -1.06
O 1.71 -2.43 -0.81
*
```

Calculated values
Energy relative to the best compared isomer or geometry (same formula, charge and spin), eV: 1.782
Total energy, eV: -10886.379
Highest occupied orbital energy, eV: -14.31
LUMO level, Ha: -0.108
Frontier orbital gap, eV: 11.3882

Molecular formula: C7H28N2O7
Method: DFT, ωB97M-V with the def2-TZVPD basis set

```
! RIJCOSX wB97M-V def2-TZVPD def2/J DEFGRID3
* xyz 0 1
N -4.37 14.21 16.79
C -5.19 15.13 16.37
N -6.32 14.61 16.01
O -4.88 16.46 16.32
H -3.40 14.51 16.70
H -4.64 13.27 16.70
H -7.00 15.25 15.53
H -6.57 13.68 15.88
C -8.51 13.26 17.78
O -9.63 12.87 17.09
H -8.67 12.89 18.85
H -8.35 14.35 17.85
H -7.58 12.81 17.52
H -9.54 13.19 16.19
C -1.07 18.13 19.42
O -1.62 16.82 19.30
H 0.06 18.13 19.52
H -1.43 18.34 20.37
H -1.39 18.88 18.62
H -2.59 16.87 19.34
C -5.91 16.78 19.53
O -4.66 17.18 19.12
H -6.65 17.53 19.58
H -5.83 16.34 20.52
H -6.33 15.95 19.03
H -4.76 17.07 18.23
C -4.08 13.91 20.19
O -5.13 13.62 19.34
H -4.37 14.34 21.15
H -3.37 14.65 19.74
H -3.50 13.06 20.42
H -4.81 13.74 18.40
C -6.38 19.02 16.25
O -7.64 18.65 15.59
H -5.65 18.70 15.48
H -6.09 18.49 17.15
H -6.37 20.11 16.42
H -7.56 18.97 14.66
C -9.54 16.65 17.33
O -10.00 17.42 16.24
H -8.54 16.32 17.12
H -10.24 15.82 17.46
H -9.61 17.21 18.26
H -9.34 18.08 16.11
*
```

Calculated values
Energy relative to the best compared isomer or geometry (same formula, charge and spin), eV: 4.978
Total energy, eV: -25021.952
Highest occupied orbital energy, eV: -9.84
LUMO level, Ha: 0.001
SMILES string: NC(N)=O.CO.CO.CO.CO.CO.CO
Frontier orbital gap, eV: 9.8590